(1)
Here is a cluster of 3 separate species, C27H45IN4O in total at a distorted geometry from OMol25. Energies are from ωB97M-V with the def2-TZVPD basis set.

Calculated values
* HOMO energy: -9.54 eV
* net charge: 0
* SMILES string: N#C[C@H](I)[C@](C#N)(CCN)CCC(=O)Nc1ccccc1.CCCCCC.CCCCCC
* HOMO-LUMO gap: 9.109 eV
* multiplicity: 1
* LUMO level: -0.433 eV
* energy relative to the best compared isomer or geometry (same formula, charge and spin): 21.5 kJ/mol

Positions of all 78 atoms, in Å:
N  3.02839  0.57474  4.64434
C  3.54797  1.19337  3.80438
C  3.81471  2.05123  2.63223
I  2.66810  3.89461  2.71157
C  3.76550  1.27931  1.26825
C  3.45255  2.18562  0.12451
N  3.12462  2.94669  -0.68143
C  2.91335  -0.00346  1.25163
C  1.43574  0.11284  1.69061
N  0.77154  1.39030  1.36243
C  5.24679  0.82793  1.00355
C  5.48282  0.07638  -0.34461
C  5.96681  -1.36595  -0.13430
O  7.11869  -1.60897  -0.41099
N  5.12813  -2.41341  0.40755
C  4.44769  -3.04368  -0.73465
C  5.22099  -3.73853  -1.65598
C  4.60890  -4.32971  -2.72578
C  3.24782  -4.20608  -2.89458
C  2.45581  -3.53652  -1.99982
C  3.08497  -2.95576  -0.88636
H  4.84457  2.40573  2.74532
H  2.90159  -0.34486  0.21128
H  3.41966  -0.74964  1.87443
H  0.89193  -0.68128  1.15431
H  1.34552  -0.15685  2.75137
H  -0.15104  1.17331  0.99901
H  0.56796  1.83531  2.25365
H  5.83064  1.75729  0.95628
H  5.63711  0.23032  1.83704
H  4.60872  0.05456  -1.01071
H  6.26841  0.59716  -0.89525
H  5.78248  -3.10378  0.76680
H  6.29243  -3.82370  -1.49988
H  5.18309  -4.90036  -3.44997
H  2.77230  -4.65697  -3.76327
H  1.38174  -3.42707  -2.10979
H  2.43353  -2.45498  -0.17625
C  -4.84744  -3.75529  -4.28859
C  -3.34954  -3.59281  -4.04799
C  -2.95546  -3.71340  -2.57665
C  -3.55639  -2.65249  -1.65307
C  -3.24082  -1.20656  -2.03274
C  -1.75194  -0.88066  -1.99010
H  -5.42241  -2.97047  -3.79435
H  -5.06813  -3.70097  -5.35581
H  -5.19862  -4.72186  -3.92141
H  -3.01401  -2.63563  -4.45658
H  -2.82218  -4.36839  -4.61029
H  -1.86382  -3.68540  -2.50229
H  -3.25434  -4.70031  -2.20907
H  -3.19762  -2.83775  -0.63517
H  -4.64236  -2.77712  -1.61282
H  -3.76187  -0.54571  -1.33427
H  -3.63788  -0.97616  -3.02504
H  -1.33107  -1.06502  -0.99802
H  -1.59236  0.17171  -2.23159
H  -1.18582  -1.46918  -2.71455
C  -5.92470  4.19125  1.16671
C  -5.04227  4.87224  2.20877
C  -3.58599  5.01632  1.76902
C  -2.84903  3.69989  1.51957
C  -2.81332  2.73989  2.70785
C  -2.08224  3.30430  3.92224
H  -5.60277  3.16640  0.97374
H  -6.95862  4.15048  1.51341
H  -5.90797  4.74033  0.22297
H  -5.10407  4.32694  3.15462
H  -5.44339  5.87064  2.40334
H  -3.04759  5.59824  2.52289
H  -3.54977  5.61129  0.85089
H  -1.82106  3.93085  1.21981
H  -3.29975  3.18613  0.66489
H  -2.30738  1.82149  2.39323
H  -3.82736  2.44700  2.99372
H  -1.05362  3.57017  3.66651
H  -2.04940  2.56240  4.72201
H  -2.57817  4.19210  4.31732

(2)
Here is a cluster of 4 separate species, C26H29F6NOSi2 in total at a distorted geometry from OMol25. Energies are from ωB97M-V with the def2-TZVPD basis set.

Calculated values
* HOMO energy: -9.38 eV
* net charge: 0
* HOMO-LUMO gap: 9.885 eV
* multiplicity: 1
* LUMO level: 0.507 eV

Positions of all 65 atoms, in Å:
C  -4.22576  -1.41900  1.73334
C  -3.62078  -1.56268  0.67662
C  -2.90609  -1.86995  -0.68233
Si  -2.00126  -0.36052  -1.40928
C  -3.18499  1.02489  -2.03563
C  -4.26693  1.45652  -0.94760
N  -4.19497  2.63851  -0.43695
O  -0.75701  0.28071  -0.39877
Si  0.59200  0.57801  -1.43441
C  1.84627  1.83400  -0.73955
C  1.65048  2.20752  0.79568
C  0.69175  3.43104  1.06740
F  -0.46299  3.05515  1.77498
F  0.29060  4.13015  -0.06595
F  1.38506  4.36575  1.87719
H  -5.01956  -1.51910  2.52222
H  -2.21849  -2.75954  -0.54961
H  -3.73301  -2.15215  -1.41217
H  -1.30891  -0.84500  -2.62994
H  -3.66156  0.72952  -3.03270
H  -2.49377  1.89913  -2.29331
H  -5.06965  0.71491  -0.63833
H  -3.39151  3.13809  -0.84847
H  1.19824  -0.71324  -1.77611
H  0.05254  1.15460  -2.67996
H  1.88482  2.72055  -1.43991
H  2.87131  1.34098  -0.81661
H  1.28512  1.33373  1.42846
H  2.67678  2.51127  1.18549
F  -6.81341  -2.04858  -0.98545
C  -7.32717  -2.96996  -0.15247
C  -7.64919  -4.22359  -0.64233
C  -8.17583  -5.17782  0.22047
C  -8.38374  -4.86340  1.55962
C  -8.06049  -3.59841  2.03842
C  -7.52400  -2.64776  1.17895
H  -7.48786  -4.44741  -1.69003
H  -8.42459  -6.16541  -0.15067
H  -8.79869  -5.60730  2.23089
H  -8.22647  -3.35294  3.08129
H  -7.25837  -1.66046  1.53620
F  5.98495  -1.09716  3.20095
C  5.60854  0.02420  3.83819
C  6.45832  0.59359  4.77056
C  6.07023  1.75653  5.42572
C  4.83302  2.32998  5.14866
C  3.98615  1.74569  4.21354
C  4.37849  0.58879  3.54993
H  7.41416  0.12831  4.97917
H  6.73106  2.21526  6.15221
H  4.52958  3.23478  5.66372
H  3.02040  2.19096  4.00126
H  3.73532  0.12437  2.81178
F  4.12210  2.05251  -2.48099
C  4.86769  1.25903  -3.27195
C  5.14295  1.65851  -4.56801
C  5.91694  0.84110  -5.38272
C  6.39708  -0.37027  -4.89503
C  6.10924  -0.76241  -3.59253
C  5.34450  0.05925  -2.77336
H  4.75343  2.60143  -4.93260
H  6.14532  1.14732  -6.39708
H  6.99738  -1.00940  -5.53316
H  6.48045  -1.70826  -3.21490
H  5.11774  -0.22612  -1.75292

(3)
Here is a structure of composition C16H27AsBrN5NdO2S4 at a distorted geometry from OMol25. Energies are from ωB97M-V with the def2-TZVPD basis set.

Calculated values
* HOMO energy (spin up / spin down): -4.15 / -4.16 eV
* net charge: -1
* HOMO-LUMO gap (spin up / spin down): 6.418 / 6.424 eV
* expectation value of S²: 3.753
* multiplicity: 4
* LUMO level (spin up / spin down): 2.265 / 2.265 eV

Positions of all 57 atoms, in Å:
Nd  -0.31769  -0.87933  -0.96396
C  -0.96009  -2.74301  2.84458
C  -2.19345  -2.37430  2.02954
N  -2.04128  -1.14366  1.25086
C  -2.27862  0.06488  2.02731
C  -2.52734  1.24189  1.10385
N  -1.46185  1.44486  0.10654
C  -0.79920  2.74594  0.21628
C  0.24605  2.79715  1.32364
C  1.54811  2.09363  0.96579
N  1.43913  0.63577  0.89413
C  1.52523  -0.03447  2.18911
C  1.87489  -1.49603  1.97606
N  0.85850  -2.23042  1.21488
C  0.17812  -3.27788  1.98497
H  -1.24299  -3.52003  3.56134
H  -0.61627  -1.88447  3.43526
H  -3.06516  -2.29354  2.69552
H  -2.39220  -3.17505  1.31535
H  -2.74352  -1.17222  0.50535
H  -1.42175  0.27086  2.67644
H  -3.15557  -0.04830  2.68423
H  -2.64884  2.14689  1.70910
H  -3.46889  1.07256  0.57580
H  -1.91548  1.39478  -0.80362
H  -1.54406  3.53770  0.37939
H  -0.31245  2.96093  -0.73641
H  -0.16836  2.38808  2.25278
H  0.48064  3.84734  1.52358
H  2.32856  2.38039  1.68584
H  1.87506  2.44623  -0.01621
H  2.26127  0.31868  0.38851
H  0.57824  0.05253  2.72562
H  2.30416  0.42608  2.81650
H  2.01918  -1.96515  2.95572
H  2.83060  -1.54892  1.44682
H  1.30113  -2.67443  0.41782
H  0.90371  -3.81156  2.61511
H  -0.23145  -3.99360  1.27168
Br  -1.58528  2.42444  -3.27798
C  0.23737  1.95837  -3.41052
C  0.93528  2.48819  -4.48473
C  2.26109  2.13446  -4.63342
C  2.82973  1.28223  -3.70580
C  2.04143  0.79369  -2.68007
N  0.74801  1.12863  -2.51630
C  2.66420  -0.20168  -1.71182
O  3.81085  0.02334  -1.33783
O  1.90675  -1.16355  -1.33593
H  0.43179  3.14167  -5.18070
H  2.83879  2.51577  -5.46613
H  3.86274  0.97068  -3.75511
S  -0.43170  -1.33349  -3.81112
As  -2.06925  -2.37926  -2.85920
S  -1.09634  -3.53073  -1.24083
S  -3.09179  -0.74189  -1.76373
S  -3.33975  -3.51169  -4.07389

(4)
Here is a structure of composition C51H58BrIN7O4PtS2 at a distorted geometry from OMol25. Energies are from ωB97M-V with the def2-TZVPD basis set.

Calculated values
* HOMO energy: -10.41 eV
* net charge: +1
* HOMO-LUMO gap: 6.792 eV
* multiplicity: 1
* LUMO level: -3.614 eV

Positions of all 125 atoms, in Å:
Pt  -0.41320  -0.44652  -0.09962
C  1.08525  2.54387  -4.39816
C  -0.08314  2.25785  -3.44814
C  -0.85965  3.55207  -3.18423
C  -0.98364  1.15500  -3.98197
C  -1.76832  1.45547  -5.08806
C  -2.59725  0.51054  -5.65727
C  -2.63134  -0.76582  -5.13344
C  -1.85836  -1.12782  -4.03643
C  -1.94296  -2.58277  -3.61546
C  -2.82544  -2.70696  -2.38694
C  -0.61744  -3.32413  -3.44760
C  -1.03769  -0.14785  -3.43648
N  -0.14725  -0.46508  -2.37325
C  1.16587  -0.36393  -2.66420
O  1.67072  -0.51554  -3.76408
C  2.05013  -0.00018  -1.52302
C  3.38016  0.33512  -1.67792
C  4.11847  0.67058  -0.54872
C  3.49954  0.67495  0.69523
C  2.16253  0.34506  0.76659
N  1.48872  0.01040  -0.32681
C  1.38486  0.35108  2.03970
O  1.95166  0.64506  3.07502
N  0.09387  -0.01827  1.89981
C  -0.82379  0.25264  2.96004
C  -1.21856  1.57501  3.24099
C  -2.23268  1.76668  4.17380
C  -2.81360  0.69956  4.83334
C  -2.36099  -0.58686  4.59793
C  -1.35025  -0.83156  3.67938
C  -0.80297  -2.22523  3.45835
C  0.64636  -2.34838  3.95032
C  -1.65610  -3.32319  4.08842
C  -0.53960  2.80612  2.66595
C  -1.52469  3.86810  2.17783
C  0.38623  3.43994  3.71351
H  1.71286  3.34213  -3.99345
H  0.71388  2.87678  -5.36968
H  1.69599  1.65801  -4.55969
H  0.34090  1.92114  -2.49552
H  -1.21881  3.99082  -4.11555
H  -0.21358  4.29002  -2.70250
H  -1.72660  3.38101  -2.54365
H  -1.72019  2.44624  -5.52088
H  -3.19647  0.75894  -6.52419
H  -3.25216  -1.51785  -5.60675
H  -2.46432  -3.07824  -4.43991
H  -2.38052  -2.18649  -1.54458
H  -2.95854  -3.75599  -2.10887
H  -3.81041  -2.27396  -2.55828
H  -0.05470  -2.95340  -2.59194
H  0.00950  -3.23415  -4.33557
H  -0.82709  -4.38589  -3.28337
H  3.79369  0.30686  -2.67645
H  5.16284  0.93643  -0.64061
H  3.99868  0.93294  1.61880
H  -2.55145  2.77443  4.40806
H  -3.60421  0.87042  5.55314
H  -2.80622  -1.40432  5.14496
H  -0.80546  -2.38954  2.38495
H  0.76305  -1.89850  4.93837
H  1.35527  -1.85716  3.28549
H  0.92594  -3.40170  4.02616
H  -1.70076  -3.22656  5.17507
H  -1.21234  -4.29729  3.87521
H  -2.67900  -3.31682  3.70528
H  0.06514  2.50156  1.80934
H  -2.00521  4.38070  3.01362
H  -2.31420  3.44396  1.55772
H  -0.99709  4.62578  1.59343
H  -0.19144  3.72007  4.59805
H  0.83974  4.34960  3.31122
H  1.17375  2.75818  4.02224
O  -3.97637  -1.36119  2.17930
S  -4.02890  -0.92076  0.82303
O  -4.44148  -1.83980  -0.18794
N  -2.50304  -0.26730  0.39902
C  -2.62568  1.01058  0.09501
S  -1.19195  1.69851  -0.47147
C  -3.96135  1.59133  0.22153
C  -4.38485  2.88836  -0.01546
C  -5.72596  3.17646  0.19914
C  -6.61048  2.19542  0.63880
C  -6.18633  0.89113  0.87222
C  -4.85410  0.62515  0.64735
H  -3.69100  3.65096  -0.34702
H  -6.08997  4.18011  0.02737
H  -7.64984  2.44990  0.79659
H  -6.87292  0.12489  1.20500
Br  -0.40024  6.75368  -0.40981
C  1.03271  6.69888  0.82313
C  1.16998  7.76281  1.70579
C  2.20557  7.77127  2.62419
C  3.10926  6.71893  2.66476
C  2.97351  5.65675  1.78745
C  1.93538  5.64418  0.86332
I  1.76209  4.00224  -0.40635
H  0.46272  8.57931  1.66357
H  2.30580  8.60443  3.30669
H  3.91951  6.72070  3.38139
H  3.66970  4.82993  1.82126
C  -2.29508  -5.69750  1.01005
C  -2.94971  -4.35760  0.75399
N  -1.90513  -3.35711  0.59752
C  -0.64619  -3.56404  0.17996
N  0.17153  -2.52087  0.05396
C  1.60264  -2.77769  -0.14738
C  2.01967  -4.20938  0.12233
C  1.05359  -5.12380  -0.59504
N  -0.27958  -4.83559  -0.08578
C  -1.25253  -5.92977  -0.06315
H  -3.03709  -6.49424  1.00083
H  -1.81063  -5.69406  1.98790
H  -3.58292  -4.05010  1.58457
H  -3.57418  -4.38689  -0.14290
H  -2.12994  -2.40204  0.79319
H  2.16816  -2.13223  0.52945
H  1.88154  -2.51726  -1.17329
H  2.00193  -4.42117  1.19338
H  3.03874  -4.35620  -0.23546
H  1.26386  -6.17374  -0.39819
H  1.10084  -4.96891  -1.67820
H  -0.69916  -6.84922  0.12214
H  -1.72806  -6.02364  -1.04608

(5)
Here is an isolated molecule of C4H8O2 at a distorted geometry from OMol25. Energies are from ωB97M-V with the def2-TZVPD basis set.

Calculated values
* HOMO energy: -10.38 eV
* net charge: 0
* SMILES string: CCCC(=O)O
* HOMO-LUMO gap: 11.141 eV
* multiplicity: 1
* LUMO level: 0.758 eV
* energy relative to the best compared isomer or geometry (same formula, charge and spin): 31.0 kJ/mol

Positions of all 14 atoms, in Å:
O  1.35997  2.15899  0.61388
C  0.33393  1.59102  0.88106
O  -0.33762  1.69920  2.02269
C  -0.29614  0.59966  -0.05958
C  0.38061  -0.78290  -0.05698
C  -0.30119  -1.62035  -1.15242
H  0.04161  2.23501  2.72970
H  -1.37364  0.51403  0.05114
H  -0.17365  0.98008  -1.07424
H  0.36989  -1.35376  0.86936
H  1.39022  -0.53904  -0.38650
H  -0.26795  -2.68559  -0.97769
H  -1.33532  -1.33249  -1.35610
H  0.20931  -1.46385  -2.10432

(6)
Here is an isolated molecule of C5H6O at a distorted geometry from OMol25. Energies are from ωB97M-V with the def2-TZVPD basis set.

Calculated values
* HOMO energy (spin up / spin down): -8.70 / -8.77 eV
* net charge: 0
* HOMO-LUMO gap (spin up / spin down): 7.843 / 7.867 eV
* multiplicity: 1
* LUMO level (spin up / spin down): -0.858 / -0.902 eV
* energy relative to the best compared isomer or geometry (same formula, charge and spin): 517.9 kJ/mol

Positions of all 12 atoms, in Å:
O  -1.91203  -1.23920  -0.60892
C  -1.58771  -0.61506  0.37867
C  -0.46317  0.38059  0.39629
C  0.06955  0.75072  -0.96993
C  0.96209  -0.06875  -0.14151
C  2.37058  0.01239  0.16717
H  -2.14759  -0.74839  1.32506
H  0.71419  -1.12116  -0.01365
H  -0.44697  1.06547  1.23347
H  -0.44418  0.28691  -1.80660
H  0.33754  1.79607  -1.09498
H  2.54770  -0.49960  1.13494

(7)
Here is an isolated molecule of C3H5B at a distorted geometry from OMol25. Energies are from ωB97M-V with the def2-TZVPD basis set.

Calculated values
* HOMO energy: -7.78 eV
* net charge: 0
* SMILES string: C1B2CC12
* HOMO-LUMO gap: 8.055 eV
* multiplicity: 1
* LUMO level: 0.271 eV
* energy relative to the best compared isomer or geometry (same formula, charge and spin): 215.5 kJ/mol

Positions of all 9 atoms, in Å:
B  -1.16526  -0.45900  0.19743
C  0.12541  -0.93842  -0.71170
C  -0.23667  1.10255  0.48310
C  0.66890  0.03969  0.23711
H  0.76009  -1.79415  -0.68522
H  -0.22326  -0.56099  -1.62521
H  -0.83978  1.54682  -0.32239
H  -0.37687  1.44797  1.48746
H  1.28744  -0.38447  0.93943

Which of these has the highest net charge? C51H58BrIN7O4PtS2